Record 1
The following is a DFT calculation (the ωB97M-V functional and the def2-TZVPD basis) of 9 unconnected molecules or ions with the total composition C18H54O9 at a distorted geometry.

Element x y z (Å)
O -1.941 3.999 3.624
O 4.279 -1.051 -4.683
O 1.464 4.887 -0.329
O 3.205 3.540 -2.565
O 0.507 -1.774 1.889
O 0.998 1.688 -5.144
O -1.623 -5.986 -3.369
O 2.235 0.747 -2.763
O -4.504 0.999 -0.156
C 0.442 -5.058 -2.615
C -2.015 1.871 4.739
C 1.122 -4.087 1.714
C -3.982 -0.328 0.013
C -1.061 -5.185 -2.318
C 2.673 3.621 1.311
C -1.258 -3.385 2.149
C 2.424 6.215 1.448
C -0.940 2.109 2.483
C -1.760 -3.832 -2.295
C -4.277 -0.655 1.489
C 1.915 0.011 -1.601
C 0.221 -3.085 2.432
C 1.172 0.889 -0.596
C 1.842 4.863 1.056
C -2.476 -0.283 -0.248
C -1.208 2.799 3.827
C 1.091 -1.205 -1.973
H 0.623 -4.766 -3.655
H 1.919 1.579 -0.198
H -1.253 -5.738 -1.401
H -1.446 -5.543 -4.205
H 0.919 -4.373 -1.915
H -3.708 0.018 2.120
H -2.021 0.673 0.011
H -2.047 2.279 5.751
H 1.973 2.792 1.480
H 2.640 4.027 -1.942
H -1.619 0.857 4.828
H -1.440 -3.242 -1.431
H 0.468 1.484 -1.184
H 0.558 5.203 -0.384
H -0.299 2.987 4.402
H -1.553 -4.425 2.253
H -4.061 -1.711 1.670
H 3.052 3.964 -3.417
H 0.653 0.383 0.216
H -5.359 -0.609 1.619
H 0.113 -0.914 -2.369
H -3.040 1.782 4.365
H 2.066 -4.273 2.240
H -1.892 1.652 2.206
H -0.180 1.336 2.588
H 3.893 -0.769 -3.842
H 1.629 1.508 -5.848
H 0.965 -1.953 -1.193
H 2.759 1.513 -2.476
H -2.762 3.740 3.187
H 0.936 4.750 1.663
H 1.405 1.306 -4.342
H -4.072 1.375 -0.931
H 0.897 -6.052 -2.636
H 3.148 3.223 0.411
H -0.631 2.864 1.761
H -1.577 -3.223 -3.184
H 1.463 -3.762 0.728
H 5.176 -1.327 -4.468
H 0.626 -5.043 1.532
H -1.459 -3.005 1.146
H -2.164 -0.581 -1.254
H -2.843 -3.955 -2.244
H -1.914 -1.026 0.332
H 2.861 6.208 2.450
H 0.336 -2.977 3.514
H 1.644 6.976 1.484
H 3.176 6.523 0.720
H 3.312 3.554 2.188
H -1.841 -2.818 2.879
H 2.845 -0.382 -1.163
H 1.460 -1.658 1.917
H 1.558 -1.708 -2.829
H -4.437 -1.050 -0.672

## Properties
**SMILES string**: CC(C)O.CC(C)O.CC(C)O.CC(C)O.CC(C)O.CC(C)O.O.O.O
**Highest occupied orbital energy**: -10.217 eV
**2S+1**: 1
**LUMO**: 0.341 eV
**ΔE to the lowest compared entry with this formula, charge and spin**: 1.2960 eV

***

Record 2
The following is a DFT calculation (the ωB97M-V functional and the def2-TZVPD basis) of a molecular structure, C2H2N2O4 at a distorted geometry.

Element x y z (Å)
O 0.928 1.921 -0.335
O -1.133 0.198 0.514
O -1.766 -1.797 1.371
O 1.369 2.512 1.821
N 0.203 -1.102 -1.313
N 0.102 -1.002 0.004
C 1.162 2.224 0.763
C -1.141 -1.009 0.787
H -0.579 -1.424 -1.791
H 0.854 -0.521 -1.820

## Properties
**Highest occupied orbital energy**: -10.760 eV
**2S+1**: 1
**LUMO**: -0.224 eV
**ΔE to the lowest compared entry with this formula, charge and spin**: 0.8280 eV

***

Record 3
The following is a DFT calculation (the ωB97M-V functional and the def2-TZVPD basis) of a molecular structure, C25H38AsN4NdO2S2 at a distorted geometry.

Element x y z (Å)
Nd -0.407 -0.050 0.279
As 2.691 0.080 -1.836
S 0.104 2.542 1.643
S -1.328 1.523 -1.868
O -0.789 -0.932 2.539
O 1.796 -0.023 -0.356
N 2.484 1.457 2.137
N -0.255 3.955 -2.328
N -2.628 -1.279 -0.661
N 1.586 2.796 3.850
C -0.063 -5.294 -1.462
C -1.316 3.252 -1.780
C -1.320 -3.237 -1.017
C 1.087 -4.653 -0.983
C -5.084 -2.702 -1.135
C -0.149 -2.577 -0.622
C -0.259 5.304 -2.518
C -3.849 -3.340 -1.101
C 3.809 1.362 2.782
C -1.241 -4.558 -1.429
C 3.577 1.767 -2.272
C -2.426 5.395 -1.499
C -1.347 6.051 -2.158
C 1.030 -3.285 -0.702
C -2.411 4.036 -1.299
C 1.673 -0.507 -3.403
C -2.649 -2.622 -0.886
C 0.938 -2.634 2.655
C -5.058 -1.318 -0.869
C 1.508 2.185 2.617
C 0.259 -1.499 3.405
C -1.676 -0.090 3.333
C -3.860 -0.657 -0.619
C 4.259 -1.017 -1.681
C -2.900 0.206 2.447
H 0.958 -0.669 3.690
H 1.559 -3.295 3.279
H 4.311 -1.642 -2.576
H -3.881 0.382 -0.440
H -6.002 -3.263 -1.253
H -1.165 0.825 3.627
H 0.629 5.779 -2.922
H -2.711 0.948 1.660
H 4.178 2.037 -1.422
H 1.631 -1.605 -3.364
H -5.995 -0.756 -0.782
H 1.679 -2.197 1.961
H 2.485 2.996 4.259
H -0.079 -6.362 -1.695
H -1.367 7.157 -2.350
H 1.965 -2.837 -0.447
H 2.187 -0.231 -4.365
H -0.234 -1.839 4.318
H 2.046 -5.146 -0.777
H 2.375 1.091 1.197
H -3.219 5.886 -1.005
H -3.772 0.683 3.010
H 3.761 1.033 3.838
H 4.277 1.613 -3.148
H 4.177 -1.609 -0.736
H 4.336 2.337 2.836
H -3.269 -0.653 1.858
H 0.512 3.395 -2.679
H 0.869 3.493 3.989
H -3.809 -4.416 -1.284
H 4.396 0.660 2.170
H -2.194 -5.050 -1.798
H 0.186 -3.273 2.132
H 5.229 -0.452 -1.679
H 0.675 -0.051 -3.377
H -2.015 -0.641 4.271
H 2.787 2.497 -2.345
H -3.281 3.539 -0.856

## Properties
**Total charge**: +2
**⟨S²⟩**: 3.754
**Highest occupied orbital energy (spin up / spin down)**: -12.365 / -12.360 eV
**2S+1**: 4
**LUMO (spin up / spin down)**: -5.418 / -5.404 eV
**ΔE to the lowest compared entry with this formula, charge and spin**: 0.1633 eV

***

Record 4
The following is a DFT calculation (the ωB97M-V functional and the def2-TZVPD basis) of a gas-phase ion, C3H3OS (charge +1) at a distorted geometry.

Element x y z (Å)
S -0.239 -1.515 -1.097
O 0.685 -0.590 -1.682
C -0.192 0.438 0.502
C -0.703 -0.842 0.310
C 0.525 1.267 -0.166
H -0.245 0.965 1.587
H 1.413 1.532 -0.555
H -1.244 -1.257 1.102

## Properties
**Total charge**: +1
**Highest occupied orbital energy**: -15.481 eV
**2S+1**: 1
**LUMO**: -7.088 eV
**ΔE to the lowest compared entry with this formula, charge and spin**: 3.8924 eV

***

Record 5
The following is a DFT calculation (the ωB97M-V functional and the def2-TZVPD basis) of a molecular structure, C23H24BrN2O5SV at a distorted geometry.

Element x y z (Å)
Br 3.873 -4.625 1.497
V -1.478 -1.391 0.237
S 0.704 -1.347 -2.448
O -2.916 -2.702 -0.342
O -0.364 0.392 0.515
O -0.669 -1.226 -1.839
O 0.003 -2.524 1.136
O 0.879 -4.369 2.063
N -2.299 1.436 -0.219
N -2.820 0.140 -0.291
C 3.019 -0.550 -1.345
C 1.483 4.063 1.118
C -0.410 2.764 0.361
C -4.808 1.290 -1.106
C -4.947 -3.698 -0.971
C -4.685 -1.215 -0.913
C 4.341 -0.698 2.643
C 2.286 0.740 -1.709
C 3.461 -2.844 2.021
C 0.907 -3.194 1.725
C -4.111 -2.461 -0.719
C -1.024 3.942 -0.065
C 0.869 5.229 0.686
C 0.846 2.840 0.955
C 1.980 -1.010 2.354
C -0.389 5.162 0.095
C 3.050 -0.187 2.664
C 4.547 -2.026 2.308
C -1.067 1.427 0.202
C 2.158 -2.361 2.047
C -4.041 0.046 -0.737
C 1.911 -1.566 -1.120
C 1.275 0.355 -2.784
H -5.167 -4.184 -0.018
H 2.230 -2.607 -1.087
H -4.824 1.989 -0.270
H -5.708 -1.193 -1.263
H 3.680 -0.862 -2.159
H -0.875 6.070 -0.242
H 2.962 1.524 -2.057
H 1.307 1.919 1.290
H 5.547 -2.435 2.260
H 1.363 6.185 0.809
H 0.974 -0.612 2.312
H 0.369 0.960 -2.790
H 3.625 -0.449 -0.442
H 1.756 1.112 -0.833
H -5.884 -3.468 -1.478
H 1.714 0.350 -3.783
H -4.368 -4.403 -1.568
H -4.309 1.805 -1.928
H -2.003 3.872 -0.520
H 2.877 0.854 2.909
H 1.346 -1.334 -0.218
H 5.189 -0.064 2.873
H 2.461 4.105 1.583
H -5.825 1.037 -1.399

## Properties
**Total charge**: -1
**⟨S²⟩**: 3.758
**Highest occupied orbital energy (spin up / spin down)**: -3.447 / -4.153 eV
**2S+1**: 4
**LUMO (spin up / spin down)**: 2.481 / 2.480 eV
**ΔE to the lowest compared entry with this formula, charge and spin**: 0.2611 eV

***

Record 6
The following is a DFT calculation (the ωB97M-V functional and the def2-TZVPD basis) of a molecular structure, C15H16BN10Pd.

Element x y z (Å)
Pd 0.146 -0.720 0.000
N 3.034 -0.099 0.000
N 1.612 1.563 1.251
N -3.575 -3.065 0.000
N -2.069 0.294 0.000
N 0.619 0.699 1.522
N 2.230 -1.184 0.000
N 0.619 0.699 -1.523
N -1.488 -2.401 0.000
N -4.248 0.038 0.000
N 1.612 1.563 -1.252
C -3.047 -0.586 0.000
C -4.009 1.391 0.001
C -2.744 -2.002 0.000
C -0.007 1.125 -2.614
C 4.353 -1.876 0.001
C -2.653 1.529 0.001
C -1.511 -3.772 -0.001
C 1.631 2.526 -2.184
C -0.007 1.125 2.614
C 1.631 2.527 2.184
C -2.802 -4.203 -0.001
C 0.607 2.288 -3.083
C 4.316 -0.496 0.000
C 0.607 2.288 3.082
C 3.012 -2.258 0.001
B 2.498 1.355 0.000
H -4.580 -3.049 0.000
H 0.354 2.862 -3.956
H 5.111 0.230 0.000
H -3.235 -5.187 -0.001
H 2.374 3.306 2.150
H 2.582 -3.245 0.001
H -0.844 0.578 -3.016
H -4.808 2.111 0.001
H 3.411 2.122 0.000
H -0.844 0.578 3.015
H 2.374 3.306 -2.150
H -2.068 2.433 0.001
H 5.222 -2.510 0.001
H 0.353 2.862 3.955
H -0.608 -4.357 -0.001
H -5.160 -0.386 0.000

## Properties
**Total charge**: +1
**⟨S²⟩**: 2.004
**Highest occupied orbital energy (spin up / spin down)**: -11.752 / -11.742 eV
**2S+1**: 3
**LUMO (spin up / spin down)**: -2.470 / -3.994 eV